Entry 1:
# C5H9NO

A 2-piece molecular cluster, C5H9NO overall at a distorted geometry (ωB97M-V/def2-TZVPD, OMol25).

Geometry as XYZ:
```
16
Properties=species:S:1:pos:R:3:forces:R:3:nbo_charge:R:1
O 2.776 -0.773 -0.196 -0.1703 0.6304 -0.0630 -0.629
C 2.456 0.433 -0.272 1.0665 -1.7918 1.1991 0.286
C 1.149 0.817 -0.532 -1.1677 1.4906 -0.0414 -0.368
C 0.213 -0.323 -0.689 1.9636 -2.0542 -2.3208 -0.614
C -1.079 0.110 -0.397 -0.4526 -0.2065 0.0744 0.342
C -2.328 0.372 -0.156 -1.1139 0.5973 -0.2099 -0.157
N -3.492 -0.537 0.045 1.6414 -1.2995 0.6630 -0.794
H 3.252 1.144 -0.028 -0.0913 0.5731 -0.6801 0.149
H 0.898 1.800 -0.892 -0.0922 0.1247 0.1255 0.213
H 2.588 0.038 2.240 -0.3265 -0.1532 0.2028 0.014
H 0.597 -0.932 0.176 -0.3171 -0.0162 -0.4398 0.350
H 0.560 -0.946 -1.670 -1.6822 0.9556 1.9258 0.241
H 1.879 -0.179 2.345 0.2706 0.1341 0.1301 -0.016
H -2.727 1.401 -0.119 0.8241 -0.2805 -0.0501 0.245
H -3.520 -1.257 -0.681 0.0308 0.5410 -0.4616 0.369
H -3.223 -1.168 0.826 -0.3831 0.7552 -0.0543 0.368
```
Positions in Å, forces in eV/Å.

Multiplicity: 1
LUMO energy: -2.0 eV
HOMO energy: -7.645 eV


Entry 2:
# C3H9NS

A 2-piece molecular cluster, C3H9NS overall at a distorted geometry (ωB97M-V/def2-TZVPD, OMol25).

Geometry as XYZ:
```
14
Properties=species:S:1:pos:R:3:forces:R:3:nbo_charge:R:1
C -1.162 2.269 0.984 -0.2647 -0.2749 0.0688 -0.634
C -0.462 1.013 1.405 0.0954 0.5833 -0.4411 -0.233
C 0.379 0.323 0.637 1.0886 -0.1828 1.8475 -0.064
N 1.249 -0.644 1.217 -0.2332 -0.2684 -0.5863 -0.823
H -1.218 2.361 -0.100 -0.1680 -0.0916 -0.0447 0.213
H -2.158 2.276 1.429 -0.1294 0.2203 -0.2670 0.212
H -0.646 3.166 1.335 0.0921 -0.0834 0.1754 0.217
H -0.527 0.745 2.455 -0.0274 -0.0818 -0.0026 0.196
H 0.611 0.464 -0.389 0.0946 1.0930 -0.1976 0.215
H 0.748 -1.302 1.793 0.0790 -0.0437 0.3034 0.363
H 1.732 -1.167 0.495 -0.0576 -0.0119 0.0577 0.371
S 0.015 -1.238 -1.929 -2.2387 0.2607 3.0085 -0.392
H -0.736 -0.744 -0.519 1.2796 -0.5004 -3.3331 0.218
H -0.206 -2.334 -1.189 0.3899 -0.6184 -0.5889 0.142
```
Positions in Å, forces in eV/Å.

SMILES: C/C=C/N.S
Multiplicity: 1
LUMO energy: 0.4 eV
HOMO energy: -8.335 eV


It is found that the energy relative to the best compared isomer or geometry (same formula, charge and spin) values, taken in the order of the records, are 757.0 222.5 kJ/mol.